one.
DFT (the ωB97M-V functional and the def2-TZVPD basis) results for 2 unconnected molecules or ions with the total composition C2H3Cl2PS.

Atoms and positions in Å:
Cl 1.391 0.379 -1.602
Cl 1.691 0.612 1.719
S 2.347 -2.063 0.067
P 0.849 -0.514 0.258
C -1.908 1.645 -0.320
C -2.019 0.460 -0.265
H 1.505 -2.662 0.936
H -1.808 2.717 -0.422
H -2.048 -0.575 -0.371

Gap between HOMO and LUMO   0.359 Ha
E_LUMO   0.14 eV
Net charge   0
Structure (SMILES)   SP(Cl)Cl.C#C
HOMO energy   -9.6 eV

Atomic partial charges in e from the Löwdin method, atoms 1 to 6: number 1, Cl, carries 0.046; number 2, Cl, carries 0.114; number 3, S, carries 0.264; number 4, P, carries -0.135; number 5, C, carries -0.015; number 6, C, carries -0.092

two.
DFT (the ωB97M-V functional and the def2-TZVPD basis) results for 2 unconnected molecules or ions with the total composition C2H3Cl2PS.

Atoms and positions in Å:
Cl -1.849 1.553 0.227
Cl -1.652 -1.314 1.510
S -3.169 -0.993 -2.076
P -1.021 -0.203 -0.057
C 1.705 0.389 -0.270
C 0.742 -0.055 0.522
H 1.052 -0.361 1.479
H 1.475 0.404 -1.310
H 2.717 0.580 -0.026

Gap between HOMO and LUMO (alpha / beta)   0.258 / 0.258 Ha
E_LUMO (alpha / beta)   -2.27 / -2.23 eV
Net charge   0
HOMO energy (alpha / beta)   -9.3 / -9.2 eV

Atomic partial charges in e from the Löwdin method, atoms 1 to 6: number 1, Cl, carries 0.224; number 2, Cl, carries 0.194; number 3, S, carries -0.038; number 4, P, carries -0.024; number 5, C, carries -0.047; number 6, C, carries -0.438

Which of them is most stable, and which least? Most stable: one; least stable: two.

one.
DFT (the ωB97M-V functional and the def2-TZVPD basis) results for 2 unconnected molecules or ions with the total composition C2H9NS2.

Atoms and positions in Å:
S -0.740 1.276 -4.197
S 0.029 2.807 -3.044
N -0.436 -2.751 5.635
C 1.058 -2.759 3.577
C 0.909 -2.448 5.060
H 0.647 2.161 -2.041
H -0.415 -3.665 6.072
H 1.810 -3.543 3.481
H 1.550 -3.094 5.666
H 0.255 -3.273 3.047
H -1.098 -2.958 4.887
H -1.736 0.899 -3.387
H 1.154 -1.441 5.365
H 1.363 -1.843 3.075

Gap between HOMO and LUMO   0.355 Ha
E_LUMO   0.32 eV
Net charge   0
Structure (SMILES)   CCN.SS
HOMO energy   -9.3 eV

Atomic partial charges in e from the Löwdin method, atoms 1 to 6: number 1, S, carries 0.215; number 2, S, carries 0.205; number 3, N, carries -0.040; number 4, C, carries -0.108; number 5, C, carries -0.322; number 6, H, carries -0.208

two.
DFT (the ωB97M-V functional and the def2-TZVPD basis) results for 2 unconnected molecules or ions with the total composition C2H9NS2.

Atoms and positions in Å:
S 2.072 -0.153 -1.055
S 2.230 0.061 0.997
N -2.030 0.985 0.365
C -3.186 0.284 -0.345
C -3.114 -1.206 -0.127
H 1.202 0.899 1.189
H -3.037 0.523 -1.379
H -3.336 -1.465 0.904
H 0.757 -0.060 -1.293
H -1.778 0.396 1.152
H -4.112 0.754 -0.026
H -2.162 -1.573 -0.428
H -3.860 -1.725 -0.735
H -2.487 1.764 0.831

Gap between HOMO and LUMO   0.328 Ha
E_LUMO   0.43 eV
Net charge   0
Structure (SMILES)   CCN.SS
HOMO energy   -8.5 eV

Atomic partial charges in e from the Löwdin method, atoms 1 to 6: number 1, S, carries 0.209; number 2, S, carries 0.209; number 3, N, carries -0.025; number 4, C, carries -0.315; number 5, C, carries -0.114; number 6, H, carries -0.219

Which of them is most stable, and which least? Most stable: two; least stable: one.

one.
DFT (the ωB97M-V functional and the def2-TZVPD basis) results for a molecular structure, C2H4I2S.

Atoms and positions in Å:
I -0.052 -3.051 -1.111
I 2.332 -0.679 0.066
S 0.354 1.358 1.492
C 0.714 -1.121 -0.988
C -0.987 0.553 0.754
H 0.582 -0.607 -2.031
H 0.392 2.191 0.527
H -1.490 1.152 0.025
H -1.846 0.204 1.266

Gap between HOMO and LUMO (alpha / beta)   0.265 / 0.285 Ha
E_LUMO (alpha / beta)   -0.55 / -0.13 eV
Net charge   0
HOMO energy (alpha / beta)   -7.8 / -7.9 eV

Atomic partial charges in e from the Löwdin method, atoms 1 to 6: number 1, I, carries 0.665; number 2, I, carries 0.811; number 3, S, carries 0.599; number 4, C, carries -1.413; number 5, C, carries -0.465; number 6, H, carries -0.021

two.
DFT (the ωB97M-V functional and the def2-TZVPD basis) results for a molecular structure, C2H4I2S.

Atoms and positions in Å:
I -2.016 -0.488 2.872
I -3.886 0.070 -0.150
S 2.470 -1.555 -0.903
C 1.122 -0.660 -0.925
C -1.908 -0.318 0.792
H 0.387 -0.563 -1.798
H -1.602 -1.127 0.211
H 0.748 -0.019 -0.113
H -1.212 0.432 0.184

Gap between HOMO and LUMO   0.309 Ha
E_LUMO   -0.80 eV
Net charge   0
HOMO energy   -9.2 eV

Atomic partial charges in e from the Löwdin method, atoms 1 to 6: number 1, I, carries 0.733; number 2, I, carries 0.579; number 3, S, carries 0.617; number 4, C, carries -0.622; number 5, C, carries -1.230; number 6, H, carries 0.038

Which of them is most stable, and which least? Most stable: two; least stable: one.

one.
DFT (the ωB97M-V functional and the def2-TZVPD basis) results for 5 unconnected molecules or ions with the total composition CH12NO4.

Atoms and positions in Å:
O 2.176 0.505 -2.761
O -0.012 0.623 -0.757
O 1.089 -1.625 1.642
O -1.760 -1.827 -1.540
N -0.959 1.661 1.414
C -0.878 0.938 2.504
H -2.697 -1.647 -1.405
H -0.779 1.459 3.468
H 2.576 1.459 -2.734
H 1.990 0.464 -3.783
H 1.059 -2.359 1.049
H -0.577 1.131 0.566
H -1.076 2.708 1.340
H -1.666 -2.350 -0.740
H 1.990 -1.347 1.702
H -0.635 -0.151 2.457
H -0.625 -0.080 -1.030
H 0.784 0.436 -1.392

Gap between HOMO and LUMO   0.378 Ha
E_LUMO   -4.71 eV
Net charge   +1
HOMO energy   -15.0 eV

Atomic partial charges in e from the Löwdin method, atoms 1 to 6: number 1, O, carries -0.131; number 2, O, carries -0.085; number 3, O, carries -0.030; number 4, O, carries -0.036; number 5, N, carries 0.158; number 6, C, carries 0.149

two.
DFT (the ωB97M-V functional and the def2-TZVPD basis) results for 5 unconnected molecules or ions with the total composition CH12NO4.

Atoms and positions in Å:
O -0.671 4.078 1.077
O -2.188 -3.245 0.396
O -0.849 1.408 -0.311
O 0.719 -2.594 -0.159
N 1.303 -0.100 -0.556
C 2.544 0.125 -0.930
H 0.510 -3.420 -0.507
H -1.746 1.679 -0.489
H -0.010 -2.541 0.449
H -1.223 4.841 1.040
H -0.099 4.139 1.753
H -2.565 -3.015 1.271
H -0.548 2.263 0.245
H -2.842 -3.389 -0.302
H 1.261 -1.135 -0.367
H 2.869 1.160 -0.826
H 3.104 -0.713 -1.320
H 0.430 0.460 -0.463

Gap between HOMO and LUMO   0.385 Ha
E_LUMO   -4.39 eV
Net charge   +1
HOMO energy   -14.9 eV

Atomic partial charges in e from the Löwdin method, atoms 1 to 6: number 1, O, carries 0.027; number 2, O, carries -0.062; number 3, O, carries -0.088; number 4, O, carries 0.003; number 5, N, carries 0.166; number 6, C, carries 0.166

three.
DFT (the ωB97M-V functional and the def2-TZVPD basis) results for 5 unconnected molecules or ions with the total composition CH12NO4.

Atoms and positions in Å:
O 1.674 1.162 2.407
O 2.075 -0.568 -3.097
O -3.007 -2.446 1.384
O -0.596 2.314 -1.462
N 0.038 0.258 0.351
C -0.271 -0.969 0.453
H -0.533 0.912 -0.207
H 2.847 0.009 -2.946
H -0.657 3.205 -1.090
H -0.343 2.549 -2.366
H -3.210 -2.072 2.248
H -3.857 -2.776 1.074
H -0.920 -1.517 -0.226
H 1.436 0.959 3.318
H 0.166 -1.578 1.235
H 2.529 -1.386 -2.832
H 2.542 1.580 2.372
H 0.806 0.547 0.964

Gap between HOMO and LUMO   0.378 Ha
E_LUMO   -4.18 eV
Net charge   +1
HOMO energy   -14.5 eV

Atomic partial charges in e from the Löwdin method, atoms 1 to 6: number 1, O, carries -0.035; number 2, O, carries -0.079; number 3, O, carries -0.059; number 4, O, carries -0.050; number 5, N, carries 0.198; number 6, C, carries 0.136

Which of them is most stable, and which least? Most stable: three; least stable: two.

one.
DFT (the ωB97M-V functional and the def2-TZVPD basis) results for a gas-phase ion, C5H12NOS (charge -1).

Atoms and positions in Å:
S 0.889 2.085 2.766
O -1.742 0.938 1.793
N 0.866 -0.415 -0.456
C 1.444 0.853 1.533
C -0.912 0.978 0.646
C -0.624 -1.074 -2.321
C 0.139 -1.510 -1.047
C 0.302 0.095 0.827
H -1.021 -0.086 -2.113
H -0.558 -1.963 -0.340
H -1.469 -1.630 -2.702
H -0.599 2.004 0.428
H 2.086 0.110 1.992
H 0.941 0.346 -1.120
H 0.793 -2.341 -1.299
H -1.535 0.633 -0.183
H 0.091 -0.780 1.444
H 0.114 -0.956 -3.100
H 2.004 1.366 0.744
H -1.211 1.346 2.509

Gap between HOMO and LUMO   0.227 Ha
E_LUMO   3.51 eV
Net charge   -1
Structure (SMILES)   CCN[C@H](CO)C[S-]
HOMO energy   -2.7 eV

Atomic partial charges in e from the Löwdin method, atoms 1 to 6: number 1, S, carries 0.216; number 2, O, carries -0.154; number 3, N, carries -0.057; number 4, C, carries -0.679; number 5, C, carries -0.312; number 6, C, carries -0.099

two.
DFT (the ωB97M-V functional and the def2-TZVPD basis) results for 2 unconnected molecules or ions with the total composition C5H12NOS.

Atoms and positions in Å:
S 4.485 0.188 0.514
O -1.311 -1.748 -1.566
N -0.818 1.064 -0.768
C -2.304 0.481 1.072
C 2.713 0.034 0.279
C -2.166 -1.254 -0.809
C -1.377 -0.014 0.200
C -3.701 0.826 0.699
H -0.458 -0.530 0.434
H -1.507 1.713 -0.366
H -2.207 0.158 2.109
H -4.006 1.732 1.223
H -4.401 0.034 0.991
H -1.168 0.935 -1.709
H -3.044 -0.824 -1.339
H 2.345 0.577 -0.603
H -2.583 -1.869 0.015
H 2.030 0.427 1.054
H -3.760 0.930 -0.381
H 2.377 -1.007 0.169

Gap between HOMO and LUMO   0.097 Ha
E_LUMO   0.82 eV
Net charge   -1
HOMO energy   -1.8 eV

Atomic partial charges in e from the Löwdin method, atoms 1 to 6: number 1, S, carries -0.060; number 2, O, carries -0.050; number 3, N, carries 0.105; number 4, C, carries -0.108; number 5, C, carries -0.854; number 6, C, carries -0.381

Which of them is most stable, and which least? Most stable: one; least stable: two.

one.
DFT (the ωB97M-V functional and the def2-TZVPD basis) results for a molecular structure, C2H4ClOP.

Atoms and positions in Å:
Cl -3.346 -0.728 -0.357
P -1.688 1.467 -0.315
O -1.198 1.074 1.216
C -0.334 0.281 -0.670
C -0.153 0.209 0.797
H 0.710 0.630 1.275
H -0.793 -0.490 -1.169
H 0.498 0.834 -1.196
H -0.223 -0.743 1.223

Gap between HOMO and LUMO   0.309 Ha
E_LUMO   -1.35 eV
Net charge   0
HOMO energy   -9.8 eV

Atomic partial charges in e from the Löwdin method, atoms 1 to 6: number 1, Cl, carries -0.226; number 2, P, carries 1.006; number 3, O, carries -0.392; number 4, C, carries -0.366; number 5, C, carries -0.347; number 6, H, carries 0.115

two.
DFT (the ωB97M-V functional and the def2-TZVPD basis) results for C2H4ClOP in the gas phase.

Atoms and positions in Å:
Cl 3.788 -0.496 -0.081
P 0.856 0.608 0.030
O 0.380 1.925 0.431
C 2.722 0.778 -0.268
C -0.901 -0.313 -0.240
H -1.479 0.358 0.532
H -0.951 -0.011 -1.291
H -0.925 -1.302 -0.129
H 3.007 1.734 0.312

Gap between HOMO and LUMO (alpha / beta)   0.273 / 0.272 Ha
E_LUMO (alpha / beta)   -0.60 / -0.61 eV
Net charge   0
HOMO energy (alpha / beta)   -8.0 / -8.0 eV

Atomic partial charges in e from the Löwdin method, atoms 1 to 6: number 1, Cl, carries 0.489; number 2, P, carries 0.796; number 3, O, carries -0.440; number 4, C, carries -0.841; number 5, C, carries -0.118; number 6, H, carries 0.092

Which of them is most stable, and which least? Most stable: one; least stable: two.